Density functional theory data (ωB97M-V/def2-TZVPD) for the ion C4H7N2O2S with charge +1.

Its structure (SMILES) is OC1(O)C=C[NH+]=CN1S. The calculation puts the highest occupied orbital energy at -13.8 eV. For the HOMO-LUMO gap, the calculation gives 9.5 eV. As for the net charge: +1.

Element x y z (Å)
O  0.79  1.78  0.55
C  0.35  0.80  -0.27
O  0.89  0.88  -1.47
C  -1.13  0.66  -0.48
C  -1.74  -0.48  -0.41
N  -1.19  -1.63  0.07
C  0.04  -1.56  0.51
N  0.83  -0.44  0.42
S  2.44  -0.56  0.85
H  0.35  2.67  0.41
H  1.75  1.19  -1.45
H  -1.59  1.51  -1.11
H  -2.82  -0.61  -0.64
H  -1.88  -2.35  0.33
H  0.53  -2.42  0.92
H  2.38  0.55  1.78

Density functional theory data (ωB97M-V/def2-TZVPD) for a structure of composition ClFIP.

The calculation puts the highest occupied orbital energy (spin up / spin down) at -10.1 / -9.1 eV. For the HOMO-LUMO gap (spin up / spin down), the calculation gives 8.1 / 6.6 eV.

Element x y z (Å)
F  1.95  -0.82  0.15
P  -0.55  0.91  0.60
Cl  -1.02  1.47  -1.23
I  -0.39  -1.57  0.48

Density functional theory data (ωB97M-V/def2-TZVPD) for the molecule C3H6N4O.

Its structure (SMILES) is [H]/N=C1\NC/C(=N\N)O1. The calculation puts the highest occupied orbital energy at -9.2 eV. For the HOMO-LUMO gap, the calculation gives 9.6 eV.

Element x y z (Å)
H  -2.06  1.43  -2.17
N  -2.32  1.27  -1.11
C  -1.18  0.71  -0.76
N  -0.19  0.24  -1.52
C  0.63  -0.56  -0.73
C  0.16  -0.28  0.71
N  1.02  -0.27  1.74
N  2.22  -1.02  1.23
O  -0.97  0.28  0.67
H  -0.65  -0.26  -2.25
H  0.62  -1.58  -0.91
H  1.75  -0.42  -0.96
H  2.38  -1.82  2.12
H  3.02  -0.29  1.11

Density functional theory data (ωB97M-V/def2-TZVPD) for a cluster of 10 separate species, C30H80O30S10 in total.

Its structure (SMILES) is CCOS(C)(=O)=O.CCOS(C)(=O)=O.CCOS(C)(=O)=O.CCOS(C)(=O)=O.CCOS(C)(=O)=O.CCOS(C)(=O)=O.CCOS(C)(=O)=O.CCOS(C)(=O)=O.CCOS(C)(=O)=O.CCOS(C)(=O)=O. The calculation puts the highest occupied orbital energy at -10.8 eV. For the HOMO-LUMO gap, the calculation gives 10.8 eV.

Element x y z (Å)
C  16.03  16.40  18.51
C  16.74  16.46  17.17
O  16.88  17.83  16.91
S  18.01  18.81  17.62
C  17.40  20.29  16.92
O  17.88  18.73  19.06
O  19.29  18.53  16.99
H  15.72  15.35  18.59
H  15.05  16.90  18.40
H  16.65  16.83  19.32
H  17.74  15.99  17.18
H  16.12  16.11  16.28
H  16.33  20.32  17.16
H  17.55  20.45  15.85
H  17.97  21.05  17.45
C  13.92  10.92  27.41
C  14.54  11.53  26.18
O  13.49  11.64  25.14
S  13.84  11.85  23.63
C  14.60  10.37  23.11
O  12.59  11.94  22.93
O  14.78  12.95  23.45
H  13.07  11.58  27.54
H  14.52  10.88  28.31
H  13.64  9.88  27.27
H  14.78  12.61  26.32
H  15.42  11.01  25.76
H  14.60  10.36  22.00
H  13.98  9.53  23.45
H  15.61  10.24  23.54
C  14.41  13.65  15.59
C  13.45  12.69  16.34
O  13.61  13.05  17.74
S  12.57  13.86  18.56
C  12.88  13.31  20.20
O  12.95  15.25  18.56
O  11.22  13.44  18.19
H  14.03  14.68  15.83
H  14.37  13.60  14.51
H  15.43  13.47  15.97
H  12.37  12.70  16.16
H  13.83  11.66  16.35
H  13.88  13.63  20.44
H  12.77  12.23  20.20
H  12.22  13.88  20.84
C  16.04  12.30  11.92
C  14.73  11.59  12.04
O  13.65  12.42  12.52
S  12.72  13.03  11.45
C  11.64  13.91  12.63
O  13.47  13.93  10.60
O  12.00  11.91  10.87
H  16.77  11.56  12.22
H  16.07  13.16  12.58
H  16.25  12.63  10.92
H  14.37  11.12  11.14
H  14.88  10.85  12.83
H  10.96  14.54  12.02
H  12.13  14.55  13.34
H  10.96  13.15  13.03
C  20.68  11.50  19.11
C  19.51  10.57  19.17
O  18.46  10.95  20.16
S  17.22  11.83  19.59
C  16.26  10.52  18.82
O  16.56  12.38  20.74
O  17.73  12.65  18.56
H  20.38  12.46  18.66
H  21.42  11.06  18.47
H  21.11  11.71  20.13
H  19.04  10.55  18.15
H  19.76  9.58  19.48
H  16.95  10.18  18.03
H  15.37  11.01  18.39
H  15.95  9.74  19.54
C  12.91  16.32  24.00
C  11.90  15.34  24.62
O  10.51  15.87  24.39
S  9.40  15.21  25.27
C  9.34  16.25  26.67
O  8.20  15.30  24.58
O  9.89  13.95  25.69
H  13.94  16.02  24.15
H  12.77  17.24  24.50
H  12.67  16.38  22.96
H  12.04  14.38  24.10
H  11.96  15.09  25.69
H  9.16  17.29  26.46
H  10.17  16.05  27.34
H  8.41  15.85  27.11
C  13.31  19.10  16.13
C  12.53  17.98  16.84
O  11.21  17.89  16.11
S  10.79  16.52  15.48
C  9.63  15.98  16.67
O  10.00  16.79  14.30
O  11.97  15.66  15.43
H  12.85  20.04  16.26
H  13.32  18.91  15.06
H  14.36  19.15  16.52
H  13.02  17.02  16.80
H  12.22  18.26  17.86
H  10.12  16.22  17.68
H  9.41  14.93  16.59
H  8.71  16.60  16.48
C  16.67  15.25  21.85
C  18.08  14.74  21.43
O  19.00  15.53  22.17
S  20.52  15.44  21.69
C  20.42  16.33  20.17
O  21.25  16.23  22.62
O  20.88  14.08  21.48
H  16.70  15.13  22.96
H  15.95  14.61  21.42
H  16.57  16.33  21.72
H  18.19  13.76  21.80
H  18.19  14.76  20.34
H  20.06  15.66  19.43
H  21.50  16.61  20.07
H  19.71  17.19  20.26
C  14.45  17.05  13.11
C  15.63  16.11  12.73
O  16.76  16.93  12.27
S  17.93  16.29  11.42
C  19.31  16.46  12.56
O  17.71  14.94  11.17
O  18.11  17.30  10.38
H  14.75  17.61  13.99
H  13.50  16.50  13.24
H  14.19  17.75  12.31
H  15.94  15.34  13.47
H  15.28  15.52  11.90
H  19.61  17.51  12.48
H  20.13  15.87  12.11
H  19.14  16.17  13.61
C  12.28  8.57  15.24
C  11.63  8.34  16.56
O  12.38  9.31  17.48
S  12.28  9.02  19.06
C  10.87  9.93  19.50
O  12.16  7.60  19.32
O  13.39  9.73  19.64
H  11.70  8.25  14.33
H  13.25  8.06  15.15
H  12.36  9.64  15.04
H  10.57  8.58  16.55
H  11.84  7.38  16.99
H  11.03  10.95  19.07
H  10.98  9.85  20.57
H  9.92  9.46  19.20

Density functional theory data (ωB97M-V/def2-TZVPD) for a structure of composition C33H68Cl2F2LaN6P2Si3.

The calculation puts the highest occupied orbital energy at -6.8 eV. For the HOMO-LUMO gap, the calculation gives 3.1 eV. As for the net charge: +1.

Element x y z (Å)
La  0.29  0.10  0.41
C  3.41  -3.53  0.25
P  1.61  -3.15  0.32
C  1.12  -4.20  -1.13
C  1.10  -4.34  1.67
C  -0.39  -4.25  1.93
P  -0.94  -2.54  2.42
C  -0.34  -2.53  4.17
C  -2.68  -3.03  2.80
H  3.59  -4.61  0.25
H  3.91  -3.09  1.11
H  3.82  -3.09  -0.65
H  1.60  -5.18  -1.07
H  1.45  -3.69  -2.04
H  0.04  -4.31  -1.16
H  1.65  -4.08  2.57
H  1.38  -5.36  1.38
H  -0.69  -4.95  2.72
H  -0.94  -4.50  1.02
H  -0.45  -3.51  4.63
H  -0.92  -1.80  4.74
H  0.71  -2.23  4.20
H  -2.70  -3.90  3.45
H  -3.19  -3.29  1.87
H  -3.21  -2.21  3.29
C  1.66  1.31  4.13
Si  2.29  0.38  2.54
C  3.09  -1.24  3.24
C  3.85  1.45  2.12
H  2.49  1.49  4.80
H  0.92  0.74  4.67
H  1.22  2.27  3.89
H  3.10  -1.25  4.32
H  4.12  -1.33  2.91
H  2.57  -2.13  2.90
H  4.56  1.42  2.95
H  3.61  2.49  1.94
H  4.38  1.08  1.24
C  5.32  0.27  -2.31
Si  3.66  1.03  -2.91
C  4.06  2.06  -4.47
C  3.13  2.24  -1.53
C  2.32  -0.23  -3.16
Si  2.04  -1.31  -4.66
C  1.97  -0.26  -6.25
C  0.38  -2.26  -4.57
C  3.43  -2.61  -4.87
H  6.10  1.02  -2.23
H  5.67  -0.50  -2.99
H  5.21  -0.19  -1.33
H  4.71  2.90  -4.24
H  3.15  2.46  -4.92
H  4.56  1.46  -5.22
H  3.97  2.84  -1.20
H  2.76  1.69  -0.67
H  2.35  2.92  -1.87
H  1.68  -0.42  -2.30
H  1.29  0.57  -6.14
H  1.64  -0.85  -7.11
H  2.95  0.14  -6.49
H  -0.44  -1.61  -4.27
H  0.42  -3.09  -3.87
H  0.12  -2.68  -5.53
H  4.37  -2.12  -5.12
H  3.21  -3.31  -5.66
H  3.60  -3.17  -3.96
Cl  1.03  3.17  1.08
C  1.61  4.84  0.78
Cl  0.27  5.89  0.30
H  2.34  4.80  -0.03
H  2.04  5.24  1.70
N  -0.59  3.34  -1.70
C  -0.68  3.82  -2.95
C  -0.56  2.75  -3.80
C  -0.40  1.64  -2.96
N  -0.41  2.01  -1.69
H  -0.60  3.88  -0.85
H  -0.82  4.86  -3.15
H  -0.58  2.75  -4.87
H  -0.26  0.62  -3.25
C  -5.80  1.14  -0.98
C  -4.26  1.03  -0.82
N  -3.96  -0.05  0.09
C  -4.48  0.24  1.40
C  -6.01  0.43  1.34
N  -6.43  0.16  -0.06
C  -6.04  -1.22  -0.44
C  -4.50  -1.29  -0.40
H  -6.12  0.91  -2.00
H  -6.16  2.14  -0.73
H  -3.84  1.95  -0.42
H  -3.78  0.82  -1.78
H  -3.98  1.13  1.78
H  -4.21  -0.59  2.06
H  -6.30  1.45  1.59
H  -6.53  -0.26  2.00
H  -7.44  0.25  -0.13
H  -6.44  -1.45  -1.43
H  -6.49  -1.91  0.28
H  -4.08  -1.47  -1.39
H  -4.15  -2.10  0.25
F  -1.88  -0.55  -1.70
C  -0.90  -1.41  -1.12
F  -1.70  -2.26  -0.31
H  -0.59  -2.05  -1.96
N  -2.56  4.90  6.21
C  -2.34  4.22  5.31
C  -2.09  3.38  4.22
C  -2.11  3.87  2.90
C  -1.90  2.99  1.86
N  -1.65  1.67  2.02
C  -1.66  1.22  3.28
C  -1.87  2.00  4.39
H  -2.29  4.91  2.71
H  -1.93  3.33  0.84
H  -1.49  0.15  3.38
H  -1.85  1.58  5.38

Density functional theory data (ωB97M-V/def2-TZVPD) for a structure of composition C27H40IrN5O2.

Its expectation value of S² is 6.03. The calculation puts the highest occupied orbital energy (spin up / spin down) at -13.8 / -13.8 eV. For the HOMO-LUMO gap (spin up / spin down), the calculation gives 9.0 / 5.7 eV. As for the net charge: +2. As for the spin multiplicity: 5.

Element x y z (Å)
Ir  -1.21  0.00  -0.36
C  -4.12  -1.78  0.45
C  -3.34  -2.32  -0.69
N  -2.24  -1.78  -1.19
C  -1.83  -2.58  -2.22
C  -2.70  -3.62  -2.34
N  -3.64  -3.44  -1.36
H  -3.57  -0.95  0.91
H  -4.29  -2.54  1.20
H  -5.09  -1.41  0.12
H  -0.97  -2.35  -2.81
H  -2.71  -4.45  -3.01
H  -4.43  -4.05  -1.19
C  0.19  2.64  0.79
C  0.58  2.39  2.25
C  -0.62  2.54  3.18
C  1.23  1.03  2.43
C  2.52  0.92  2.90
C  3.04  -0.31  3.27
C  2.24  -1.45  3.22
C  0.94  -1.40  2.78
C  0.06  -2.61  2.79
C  -0.36  -3.04  1.39
C  -1.15  -2.38  3.71
C  0.41  -0.15  2.28
O  -0.77  -0.11  1.80
H  -0.18  3.65  0.66
H  -0.62  1.95  0.50
H  1.05  2.48  0.14
H  1.33  3.13  2.53
H  -1.38  1.80  2.95
H  -1.06  3.53  3.09
H  -0.31  2.40  4.21
H  3.12  1.80  3.02
H  4.05  -0.38  3.65
H  2.64  -2.39  3.56
H  0.65  -3.43  3.23
H  -0.96  -2.25  0.92
H  -0.95  -3.95  1.42
H  0.52  -3.22  0.76
H  -1.74  -1.53  3.36
H  -0.82  -2.17  4.72
H  -1.78  -3.26  3.72
N  -0.47  2.33  -2.63
C  -1.72  2.58  -2.20
C  -2.38  3.78  -2.57
C  -3.65  4.01  -2.13
C  -4.30  3.03  -1.37
C  -3.59  1.90  -1.02
N  -2.32  1.69  -1.40
H  -0.05  2.95  -3.30
H  0.02  1.50  -2.35
H  -1.85  4.50  -3.17
H  -4.15  4.94  -2.38
H  -5.32  3.15  -1.06
H  -4.05  1.13  -0.43
O  0.96  0.10  -1.22
C  2.10  -0.28  -0.90
C  2.61  -1.66  -1.12
C  3.27  -1.55  -2.53
C  4.25  -0.39  -2.78
C  3.61  1.02  -2.89
C  3.36  1.67  -1.52
N  3.07  0.61  -0.56
H  1.82  -2.41  -1.15
H  3.36  -1.94  -0.38
H  2.47  -1.50  -3.27
H  3.81  -2.48  -2.70
H  4.71  -0.60  -3.75
H  5.06  -0.39  -2.05
H  2.67  0.94  -3.44
H  4.28  1.66  -3.46
H  2.53  2.37  -1.56
H  4.24  2.20  -1.16
H  3.92  0.16  -0.25

Max |F| in eV/A, matching the order above: 4.21, 1.74, 6.95, 4.63, 2.26, 1.22